Entry 1:
{
  "formula": "C2H2Cl2O2",
  "method": "the ωB97M-V functional and the def2-TZVPD basis",
  "elements": ["O", "H", "H", "Cl", "C", "C", "Cl", "O"],
  "coordinates": [[0.142, -0.348, -0.684], [-0.469, -0.099, 1.220], [1.883, -0.050, -1.245], [-1.631, 1.386, 0.129], [1.322, 0.085, -0.343], [-0.860, -0.118, 0.279], [-2.063, -1.437, -0.048], [1.676, 0.581, 0.692]],
  "gap_ev": 12.0
}


Entry 2:
{
  "formula": "C9H12N16ReS",
  "method": "the ωB97M-V functional and the def2-TZVPD basis",
  "elements": ["H", "C", "N", "N", "C", "H", "N", "N", "H", "N", "N", "H", "N", "H", "N", "C", "H", "C", "C", "Re", "H", "N", "N", "N", "H", "C", "N", "S", "N", "C", "C", "N", "H", "H", "N", "H", "N", "C", "H"],
  "coordinates": [[2.016, 0.811, 1.428], [0.659, -1.683, -1.002], [1.571, 2.295, 0.201], [-0.649, -2.268, 2.854], [-1.072, -2.137, -2.489], [4.382, 1.920, 0.823], [-0.532, -1.385, -1.518], [-0.311, -1.682, 1.780], [1.022, -1.055, -0.196], [-3.657, -0.755, 2.154], [2.475, -3.260, -0.847], [2.750, -2.941, 0.066], [1.230, 1.428, 1.242], [3.697, 3.168, 1.883], [0.825, -3.565, -2.420], [0.703, 2.624, -0.769], [2.855, -4.140, -1.163], [2.748, 3.004, -0.018], [1.331, -2.843, -1.410], [-1.373, 0.082, -0.306], [-4.332, -0.996, 2.871], [-3.136, 0.584, 0.230], [-4.995, 1.622, 0.045], [1.352, 3.479, -1.532], [1.046, 1.966, 2.087], [-2.393, -1.242, 2.256], [-3.843, 1.561, -0.463], [-1.001, 2.234, -0.893], [-5.147, 0.754, 1.096], [3.944, 2.919, 0.850], [-0.331, -3.218, -2.950], [2.617, 3.722, -1.094], [-0.710, -3.829, -3.759], [1.004, 3.969, -2.346], [-1.943, -2.032, 3.186], [4.684, 3.629, 0.487], [-1.424, -0.999, 1.323], [-4.018, 0.132, 1.190], [-2.044, -1.871, -2.878]],
  "gap_ev": [6.4, 6.3],
  "charge": 2,
  "spin_multiplicity": 2
}


Entry 3:
{
  "formula": "C19H23Cl2NO",
  "method": "the ωB97M-V functional and the def2-TZVPD basis",
  "elements": ["C", "H", "H", "H", "H", "H", "C", "H", "Cl", "C", "Cl", "H", "C", "C", "H", "H", "C", "C", "H", "H", "C", "C", "O", "H", "C", "C", "H", "C", "C", "H", "H", "C", "C", "C", "H", "H", "C", "H", "N", "H", "H", "C", "H", "H", "H", "C"],
  "coordinates": [[3.580, 2.339, 1.762], [-2.191, 0.341, -2.669], [-0.607, -1.522, -2.355], [2.328, 5.711, 0.020], [1.494, -2.614, -1.785], [0.764, -2.359, 1.876], [2.995, 3.228, 0.860], [1.699, -0.558, -0.401], [-3.087, 0.080, 1.235], [-4.990, -2.895, -0.558], [-6.182, -4.064, -0.118], [-0.222, -0.105, 2.037], [-1.998, -0.022, -1.658], [3.221, 5.236, -0.399], [3.352, 0.561, 2.908], [1.000, -3.540, -0.363], [1.109, -1.402, -0.023], [-4.556, -1.979, 0.384], [0.994, -0.380, 3.299], [-1.990, 0.825, -0.974], [1.016, 1.870, 0.871], [1.588, 0.983, 1.768], [3.768, 4.291, 0.485], [1.218, 3.650, -0.282], [0.843, -0.237, 2.227], [-3.528, -1.933, -2.179], [-4.824, -3.594, -2.576], [-3.065, -0.996, -1.260], [2.884, 1.236, 2.206], [4.584, 2.542, 2.102], [-3.131, -1.914, -3.183], [-4.479, -2.879, -1.846], [1.702, 2.984, 0.415], [-3.598, -1.042, 0.027], [3.995, 5.989, -0.542], [2.973, 4.787, -1.367], [1.316, -1.497, 1.493], [-4.956, -1.991, 1.385], [-0.283, -1.088, -0.284], [2.634, -2.876, -0.467], [2.377, -1.659, 1.690], [-0.611, -0.688, -1.632], [-0.875, -1.857, 0.011], [0.013, 1.685, 0.517], [0.137, 0.042, -1.954], [1.590, -2.690, -0.704]],
  "gap_ev": 8.9
}